Formula: C7H4N4
Source: the OMol25 dataset
Level of theory: wB97M-V/def2-TZVPD

```
15
Properties=species:S:1:pos:R:3:mulliken_charge:R:1
C 1.74 0.24 -0.57 0.44
C 0.78 1.32 1.24 0.54
C -0.04 -2.17 0.38 0.26
C -1.89 -0.77 1.08 0.07
C -1.34 -0.94 -1.26 -0.85
C 1.54 0.36 0.83 -0.77
C -1.07 -1.29 -0.02 0.66
N 1.99 0.07 -1.67 -0.45
N -0.10 2.03 1.62 -0.34
N 0.79 -2.84 0.78 -0.43
N -2.53 -0.31 1.93 -0.42
H -0.01 2.98 1.92 0.29
H -2.17 -0.30 -1.33 0.34
H -0.85 -1.33 -2.11 0.35
H 2.27 -0.27 1.49 0.30
```

SMILES	C=C(C#N)C#N.N#CC=C=N
F_max	3.60	eV/Å
frontier orbital gap	9.3	eV

Formula: C2H7BS3
Source: the OMol25 dataset
Level of theory: wB97M-V/def2-TZVPD

```
13
Properties=species:S:1:pos:R:3:mulliken_charge:R:1
B 0.57 -1.18 -0.51 0.40
C -2.22 0.27 1.80 -0.81
C 1.57 1.33 -1.56 -0.74
S 0.36 -2.85 0.11 -0.19
S -1.08 0.78 0.47 -0.30
S 1.85 -0.55 -1.50 -0.11
H -2.89 -0.61 1.57 0.25
H -2.76 1.08 2.14 0.32
H -1.55 -0.08 2.61 0.24
H 0.55 1.48 -1.90 0.24
H 2.33 1.72 -2.29 0.32
H 1.78 1.75 -0.49 0.27
H 1.50 -3.14 -0.45 0.11
```

F_max	3.78	eV/Å
frontier orbital gap	7.6	eV

Formula: C22H28N4O3
Source: the OMol25 dataset
Level of theory: wB97M-V/def2-TZVPD

```
57
Properties=species:S:1:pos:R:3:mulliken_charge:R:1
C -2.85 -4.69 1.10 -1.09
C -3.05 -4.30 -0.42 -0.97
H -3.71 -4.94 -0.90 0.58
H -2.22 -4.29 -1.02 0.51
C -3.85 -3.10 -0.66 -1.83
C -3.02 -1.86 -0.12 0.21
N -1.76 -2.18 0.10 -0.53
C -0.88 -1.03 0.09 -1.14
C -1.30 0.31 0.32 0.75
C -2.57 0.53 0.31 1.24
C -3.52 -0.28 0.02 0.67
C -5.00 0.04 -0.26 -0.81
O -4.99 0.91 -1.08 -0.35
C -4.15 2.30 -0.64 1.58
C -5.09 3.38 -0.45 -1.62
H -4.55 4.24 0.03 0.30
H -5.66 3.00 0.60 0.28
H -5.77 3.57 -1.08 0.56
C -3.26 2.63 -2.00 -1.79
H -2.82 3.47 -1.69 0.51
H -4.09 2.64 -2.87 0.28
H -2.81 1.79 -2.01 0.58
C -3.21 2.04 0.55 -3.29
H -2.49 2.74 0.71 0.77
H -3.77 2.12 1.19 1.65
H -5.25 0.16 0.83 0.32
H -5.49 -1.00 -0.66 0.28
C 0.00 1.16 0.64 0.10
N 0.13 2.25 1.04 -0.48
C 1.52 2.52 1.18 -0.40
N 2.53 1.84 1.02 -0.34
C 2.27 0.41 0.69 0.05
N 3.36 -0.40 0.85 0.09
H 3.09 -1.50 0.49 0.34
C 4.67 -0.09 0.85 -1.54
H 4.80 1.10 1.47 0.22
H 5.33 -0.79 1.16 0.57
C 5.26 0.31 -0.29 0.68
C 5.41 -0.93 -1.40 -0.68
H 5.20 -0.59 -2.38 0.44
C 6.94 -1.46 -0.96 -0.42
H 6.77 -1.88 0.05 0.27
C 7.44 -0.07 -0.92 -0.56
H 7.84 0.22 -1.89 0.34
O 6.45 0.92 -0.50 -0.45
H 8.54 -0.11 -0.26 0.22
H 7.40 -2.08 -1.87 0.29
H 4.83 -1.89 -1.14 0.21
H 4.63 1.12 -1.13 0.20
C 0.84 0.10 0.66 0.70
O 0.51 -1.17 0.28 -0.51
H 1.76 3.64 1.26 0.31
H -4.55 -2.83 0.07 0.60
H -4.19 -2.84 -1.42 1.21
H -2.33 -5.75 1.16 0.29
H -3.77 -4.62 1.82 0.24
H -2.24 -4.04 1.40 0.37
```

F_max	16.69	eV/Å
frontier orbital gap	8.6	eV

Formula: C38H52AsCl2CsO3Sb2
Source: the OMol25 dataset
Level of theory: wB97M-V/def2-TZVPD

```
99
Properties=species:S:1:pos:R:3:mulliken_charge:R:1
Cs 11.55 15.15 10.95 1.40
Cl 8.06 12.71 8.30 -0.07
C 7.51 11.06 7.79 -0.39
Cl 7.88 9.75 8.94 -0.11
H 8.04 10.88 6.87 0.26
H 6.43 11.21 7.65 0.37
C 13.91 15.78 13.69 -0.54
O 12.60 16.32 13.70 -0.39
C 11.65 15.64 14.56 0.38
C 10.45 16.59 14.58 -0.93
O 9.73 16.66 13.36 -0.10
C 8.80 15.53 13.47 -0.17
H 14.31 15.70 14.73 0.29
H 14.54 16.42 13.10 0.26
H 13.84 14.80 13.20 0.14
H 12.09 15.53 15.57 0.51
H 11.48 14.66 14.05 -0.43
H 10.83 17.61 14.83 0.36
H 9.79 16.32 15.45 0.41
H 8.22 15.75 14.32 0.44
H 9.38 14.58 13.25 0.22
H 8.12 15.66 12.65 -0.26
C 10.29 16.16 5.05 -1.28
Sb 9.88 16.53 7.11 0.81
C 11.89 16.86 7.65 -1.42
C 9.46 18.60 6.76 -2.14
C 8.05 18.87 6.83 1.23
C 7.29 18.65 5.69 -0.76
C 5.97 19.04 5.64 -0.64
C 5.34 19.51 6.79 -0.68
C 6.09 19.71 7.92 -0.29
C 7.46 19.39 7.96 1.02
C 8.28 19.75 9.17 -2.31
Sb 8.89 18.14 10.45 0.55
C 6.75 17.48 10.65 -1.36
C 8.91 19.48 12.12 -1.32
H 9.42 16.68 4.63 0.30
H 10.25 15.12 4.86 0.37
H 11.18 16.61 4.64 0.39
H 12.46 17.37 6.95 0.53
H 12.46 15.94 7.90 0.35
H 11.99 17.41 8.61 0.36
H 9.89 18.93 5.86 0.85
H 9.94 19.05 7.52 0.53
H 7.80 18.26 4.80 0.23
H 5.40 18.99 4.72 0.39
H 4.27 19.68 6.75 0.39
H 5.63 20.15 8.84 0.30
H 7.82 20.48 9.80 0.73
H 9.23 20.12 8.80 0.61
H 6.10 18.25 11.04 0.38
H 6.69 16.61 11.30 0.42
H 6.32 17.29 9.66 0.39
H 7.89 19.78 12.26 0.42
H 9.47 20.36 11.84 0.48
H 9.33 19.11 13.08 0.14
C 10.98 11.53 13.76 -1.14
C 9.89 12.24 13.00 -0.24
C 9.01 11.25 12.18 -1.22
O 10.57 13.23 12.25 -0.80
H 10.44 10.75 14.44 0.29
H 11.57 12.23 14.37 0.22
H 11.69 10.93 13.18 0.21
H 9.19 12.58 13.79 0.59
H 9.55 10.80 11.34 0.09
H 8.19 11.93 11.83 0.28
H 8.52 10.48 12.81 0.39
C 15.38 10.20 13.79 -0.80
C 14.26 11.03 13.74 -0.59
C 14.15 11.87 12.65 0.20
C 15.04 11.77 11.61 0.10
C 16.17 11.00 11.65 -0.50
C 16.30 10.13 12.73 -0.44
As 14.66 13.03 10.10 0.34
C 13.37 11.95 9.19 -0.49
C 12.06 11.74 9.69 0.40
C 11.17 11.06 8.88 -0.43
C 11.61 10.62 7.62 -0.99
C 12.85 10.90 7.12 -0.88
C 13.71 11.55 7.96 0.93
C 15.20 11.80 7.64 0.50
C 15.85 11.44 6.43 -0.72
C 17.15 11.89 6.27 -0.31
C 17.83 12.63 7.19 -0.85
C 17.18 12.93 8.38 -0.08
C 15.89 12.49 8.67 -0.42
H 15.54 9.35 14.49 0.30
H 13.48 10.86 14.43 0.48
H 13.32 12.51 12.52 0.41
H 16.75 10.88 10.77 0.47
H 17.11 9.42 12.67 0.39
H 11.65 12.09 10.66 0.70
H 10.14 10.89 9.19 -0.15
H 10.87 10.27 6.93 0.26
H 13.03 10.63 6.12 0.44
H 15.30 10.87 5.67 0.34
H 17.55 11.73 5.27 0.33
H 18.81 13.04 7.02 0.41
H 17.66 13.48 9.19 0.36
```

F_max	4.35	eV/Å
frontier orbital gap	7.7	eV